No. 1
# C31H62F2InO6S6Si

C31H62F2InO6S6Si as an isolated structure in a non-equilibrium geometry (ωB97M-V/def2-TZVPD, the OMol25 dataset).

Structure (ORCA input):
```
! RIJCOSX wB97M-V def2-TZVPD def2/J DEFGRID3
* xyz -1 1
C -1.4320 1.1474 6.1492
C -0.0596 0.4451 5.7161
C 0.1278 -1.0531 6.1474
C 1.4221 -1.8481 5.7459
C 2.5235 -1.1159 4.9290
C 2.3809 0.3950 4.5145
C 3.5706 1.0580 3.6773
In 2.8373 1.8381 1.6532
C 4.5684 2.1326 0.1685
F 4.9037 3.5388 0.1412
F 5.7129 1.4292 0.7714
C 4.2559 1.4929 -1.2665
C 4.4191 2.4984 -2.5160
Si 2.8064 3.3621 -3.0798
C 1.7078 3.5530 -1.4890
C 3.1649 5.1202 -3.7503
C 1.7620 2.3698 -4.3423
C 1.4483 2.8409 -5.8129
C 0.5522 2.0074 -6.7961
C -0.0281 0.6409 -6.2683
C 0.2762 0.1330 -4.8197
C 1.1804 0.9919 -3.8659
C 1.0673 1.1541 4.9096
H -1.4209 1.6006 7.1957
H -1.6845 1.9038 5.3208
H -2.2624 0.3490 6.1408
H -0.6715 -1.5932 6.7524
H 1.5451 -2.9555 6.0385
H 3.4703 -1.6635 4.6152
H 4.4373 0.3061 3.5372
H 4.0149 1.9215 4.3001
H 1.9125 3.3616 1.8234
H 1.8044 0.5290 0.9696
H 5.0357 0.6501 -1.4292
H 3.2286 0.9930 -1.2682
H 4.8624 1.8667 -3.3776
H 5.2068 3.3222 -2.3287
H 2.2048 4.2186 -0.7037
H 0.6792 3.9298 -1.8328
H 1.5203 2.4827 -1.0867
H 3.0045 5.2191 -4.8860
H 2.5218 5.9185 -3.2252
H 4.2608 5.4366 -3.5488
H 1.8750 3.8285 -6.2222
H 0.3165 2.3588 -7.8652
H -0.7101 0.0536 -6.9855
H -0.1695 -0.8589 -4.4462
H 1.4062 0.5913 -2.8127
H 0.9192 2.2463 4.6101
C -6.3448 0.7516 8.7690
S -5.3899 0.1269 7.3691
O -3.9454 0.2258 7.7328
C -5.7617 1.5001 6.2557
H -6.2232 0.0602 9.6042
H -5.9794 1.7381 9.0610
H -7.4006 0.8063 8.4974
H -5.4322 2.4407 6.7006
H -6.8358 1.5314 6.0625
H -5.2298 1.3359 5.3181
C 9.2146 3.6511 -4.4382
S 7.9259 2.4121 -4.1786
O 6.6163 3.1277 -4.1475
C 8.3703 2.0275 -2.4704
H 9.1010 4.0604 -5.4433
H 9.1129 4.4557 -3.7072
H 10.1967 3.1830 -4.3488
H 8.3200 2.9305 -1.8593
H 9.3788 1.6100 -2.4421
H 7.6626 1.2910 -2.0883
C -5.0066 2.2227 -3.8361
S -3.5918 1.4599 -4.6614
O -3.1459 0.3132 -3.8152
C -2.4439 2.8243 -4.3742
H -5.8407 1.5195 -3.8622
H -4.7570 2.4483 -2.7974
H -5.2891 3.1363 -4.3625
H -2.3506 3.0137 -3.3032
H -2.8072 3.7189 -4.8843
H -1.4701 2.5458 -4.7804
C -0.9460 -3.0912 -0.6963
S 0.7064 -2.6897 -1.2991
O 0.5462 -1.9562 -2.5920
C 1.1818 -4.3873 -1.6955
H -1.4482 -2.1610 -0.4248
H -1.5175 -3.5954 -1.4765
H -0.8693 -3.7296 0.1855
H 0.4800 -4.8128 -2.4156
H 1.1915 -4.9848 -0.7819
H 2.1825 -4.3716 -2.1286
C -1.2193 -7.7965 -0.5802
S -2.8156 -7.0868 -1.0383
O -2.5894 -5.6446 -1.3611
C -3.5410 -7.1612 0.6126
H -0.5813 -7.8099 -1.4655
H -0.7481 -7.1890 0.1951
H -1.3615 -8.8181 -0.2233
H -2.9293 -6.5926 1.3154
H -3.6112 -8.2024 0.9334
H -4.5412 -6.7276 0.5693
C -7.8103 -3.4840 1.7255
S -6.3960 -4.2535 0.9080
O -5.9486 -5.3956 1.7661
C -5.2478 -2.8875 1.1834
H -8.6442 -4.1874 1.7054
H -7.5611 -3.2491 2.7623
H -8.0924 -2.5753 1.1909
H -5.1544 -2.6886 2.2526
H -5.6103 -1.9975 0.6657
H -4.2748 -3.1697 0.7797
*
```


No. 2
# C31H62O13

A 9-piece molecular cluster, C31H62O13 overall in a non-equilibrium geometry (ωB97M-V/def2-TZVPD, the OMol25 dataset).

Structure (ORCA input):
```
! RIJCOSX wB97M-V def2-TZVPD def2/J DEFGRID3
* xyz 0 1
C 4.6156 2.7727 1.8291
C 3.9746 2.1587 3.0721
O 2.6326 2.5447 3.0911
C 1.9616 2.5277 4.2971
C 0.5336 2.8287 4.1701
O 2.3926 2.0007 5.3991
H 4.8246 3.7787 1.8141
H 4.0946 2.3417 0.9421
H 5.6586 2.3577 1.7891
H 3.9386 1.2367 3.1051
H 4.5186 2.4887 3.9401
H 0.1386 3.0807 5.0481
H 0.0246 2.0887 3.6021
H 0.5346 3.7277 3.6001
C 2.1266 -1.0073 1.5471
C 1.6166 -0.4393 0.1681
O 0.2376 -0.1643 0.1211
C -0.2624 0.4537 -0.8429
C -1.7914 0.3327 -0.7969
O 0.2476 1.2177 -1.6349
H 3.1226 -1.0883 1.4931
H 1.7046 -1.7953 1.7721
H 1.7356 -0.1243 2.3561
H 1.9776 0.4727 -0.2169
H 1.7006 -1.1403 -0.3789
H -2.2624 0.7487 -1.4279
H -2.2294 0.5937 0.2501
H -2.0164 -0.7223 -1.1249
C -0.6154 -4.4663 -0.9819
C -1.3884 -4.3543 -2.1999
O -0.9154 -3.1653 -2.7669
C -1.5464 -2.7303 -3.9109
C -1.1504 -1.3663 -4.4059
O -2.3474 -3.3743 -4.6349
H 0.3916 -4.3013 -1.1209
H -0.7684 -5.6403 -0.4459
H -0.6904 -3.7733 -0.1859
H -1.2964 -5.2083 -2.7659
H -2.4484 -4.3673 -1.9339
H -1.3534 -1.2733 -5.5529
H -0.0224 -1.2083 -4.1949
H -1.6494 -0.6373 -3.9189
C 4.5606 -8.0573 0.5051
C 3.9706 -6.6823 0.1461
O 3.3596 -6.1723 1.3491
C 2.6456 -4.9243 1.4101
C 1.9336 -4.6663 2.6411
O 2.5396 -4.1993 0.3701
H 3.8126 -8.6413 0.9441
H 5.4626 -7.8803 0.7691
H 5.0306 -8.3903 -0.4689
H 4.7846 -5.9103 0.0691
H 3.3586 -6.8523 -0.6359
H 1.3046 -3.8823 2.6111
H 2.7676 -4.5503 3.3731
H 1.5176 -5.5603 3.0601
C 2.7576 -0.9583 -3.4689
C 3.8546 0.1937 -3.5069
C 3.3076 1.3407 -4.4229
O 5.0096 0.0927 -2.8979
H 1.8976 -0.5933 -3.3049
H 3.0946 -1.7253 -2.7829
H 2.5536 -1.4473 -4.4719
H 2.6636 2.0337 -3.8089
H 2.9366 0.9237 -5.3489
H 4.0786 1.9127 -4.5229
C 0.7106 4.0777 0.4061
C 0.1386 5.2387 -0.4429
C -1.1804 5.1577 -1.0859
O 0.8666 6.3037 -0.8019
H -0.1844 3.6697 0.9741
H 1.5706 4.4507 1.0491
H 0.9846 3.3237 -0.4549
H -1.6614 4.1647 -0.8989
H -1.3274 5.3107 -2.1479
H -2.0734 5.7587 -0.6559
C -3.9704 2.5597 -3.5709
C -5.2734 1.7617 -3.2439
C -6.6254 2.1967 -3.8709
O -5.2144 0.7357 -2.3859
H -3.9514 3.3527 -2.8689
H -3.8824 2.9137 -4.5749
H -3.2764 1.9807 -3.4629
H -7.0954 3.1907 -3.3809
H -7.4924 1.4647 -3.7899
H -6.5574 2.4597 -4.9339
C -2.3674 -0.4633 4.6141
C -2.3174 -1.7823 3.7901
C -1.3454 -1.8633 2.6291
O -2.9074 -2.8753 4.2831
H -3.1274 -0.5953 5.3531
H -2.4494 0.2967 3.9761
H -1.3524 -0.3923 4.9801
H -1.9424 -1.7533 1.6851
H -1.1504 -2.7233 2.2831
H -0.4794 -1.3323 2.7331
C -2.6394 4.9517 2.3241
C -3.0814 3.5997 1.8431
C -4.4874 3.4487 1.4231
O -2.2234 2.4777 1.8631
H -1.7444 4.7397 2.8241
H -3.2974 5.4487 2.7821
H -2.3104 5.5217 1.5251
H -4.6274 3.9117 0.3211
H -4.9794 4.0637 2.0451
H -4.8264 2.4377 1.2961
*
```

Computed properties:
Energy relative to the best compared isomer or geometry (same formula, charge and spin)   551.8 kJ/mol
SMILES string   CCOC(C)=O.CCOC(C)=O.CCOC(C)=O.CCOC(C)=O.CC(C)=O.CC(C)=O.CC(C)=O.CC(C)=O.CC(C)=O


Respective HOMO energy values: -4.3; -9.5 eV.
Respective orbital gap values: 5.9; 9.3 eV.